1.
Formula: C30H56AgN3O11
Source: OMol25
Level of theory: the ωB97M-V functional and the def2-TZVPD basis

Properties
* E_HOMO (alpha / beta): -9.9 / -9.9 eV
* DFT total energy: -62994.620 eV
* Kohn-Sham gap (alpha / beta): 6.45 / 3.43 eV
* largest force on an atom: 0.119 hartree/bohr
* ⟨S²⟩: 0.75

```
! RIJCOSX wB97M-V def2-TZVPD def2/J DEFGRID3
* xyz 1 2
Ag 2.9584 18.5687 21.0066
N 3.7346 18.7398 24.3447
O 4.3204 18.0568 25.0722
O 3.2664 18.3301 23.2904
O 3.5746 19.9704 24.5098
C 1.1800 15.0715 23.5377
C 0.4140 15.3067 24.8348
C 1.2500 14.5858 25.9391
C 0.9041 14.9168 27.3654
C 1.0355 16.4046 27.5552
C 0.3459 17.3480 26.4434
N 0.5557 16.7412 25.0590
O -0.0998 17.5423 24.1275
C -1.1797 17.5219 26.7719
C 1.1093 18.7075 26.5738
C -1.0965 14.8624 24.8377
H 2.0694 15.6821 23.3820
H 0.5625 15.3281 22.6769
H 1.6863 14.1071 23.4948
H 1.0656 13.5257 25.7650
H 2.2998 14.7402 25.6897
H 1.5178 14.3349 28.0530
H -0.1206 14.6278 27.5993
H 2.0965 16.6502 27.6012
H 0.6480 16.5180 28.5677
H -1.3665 18.4561 27.3016
H -1.8007 17.5865 25.8784
H -1.5140 16.8163 27.5325
H 2.1921 18.6466 26.4650
H 0.7765 19.5654 25.9896
H 1.0586 19.0797 27.5970
H -1.2148 13.7974 24.6379
H -1.5224 15.3984 23.9895
H -1.6555 15.2616 25.6840
H 0.6313 17.9630 23.6692
C 6.5088 19.9071 26.6896
C 6.7535 21.3726 27.1532
C 8.2978 21.6780 27.2195
C 8.9882 22.0021 25.8579
C 8.1815 23.1358 25.0604
C 6.7628 22.6935 24.8992
N 6.1447 22.3908 26.2306
O 4.7022 22.2881 26.2436
C 6.1036 24.0140 24.2705
C 6.7563 21.6486 23.7772
C 6.1675 21.6169 28.5953
H 5.4904 19.5204 26.7302
H 7.0900 19.2290 27.3145
H 6.8910 19.8167 25.6728
H 8.2220 22.6245 27.7548
H 8.8234 20.8942 27.7650
H 8.8707 21.0722 25.3015
H 10.0674 22.1395 25.9260
H 8.7146 23.2366 24.1150
H 8.2643 24.0630 25.6274
H 6.0092 24.8535 24.9592
H 6.7026 24.4265 23.4586
H 5.1149 23.8502 23.8418
H 5.7560 21.4753 23.3803
H 7.2814 22.0018 22.8897
H 7.2310 20.6715 23.8661
H 5.0790 21.6699 28.6140
H 6.4847 22.5544 29.0520
H 6.5126 20.8393 29.2767
H 4.6608 21.6002 25.5753
O 5.2972 18.6774 21.3865
C 6.4640 18.4593 21.6864
O 7.4614 19.2462 21.1772
C 8.7158 18.9221 21.7438
C 8.5031 17.6311 22.4572
C 7.0190 17.5177 22.6910
H 9.1301 19.8023 22.2354
H 9.4162 18.7747 20.9218
H 9.1916 17.5957 23.3015
H 8.8215 16.7614 21.8825
H 6.5958 17.8949 23.6220
H 6.6976 16.5077 22.4366
O 0.9414 20.0878 22.0379
C 0.5364 20.8277 22.9516
O -0.5360 20.4984 23.6587
C -0.9111 21.5313 24.6528
C -0.0654 22.6813 24.2327
C 1.1200 22.1205 23.4626
H -0.5839 21.1513 25.6206
H -1.9661 21.8052 24.6621
H 0.2303 23.2959 25.0829
H -0.7288 23.3065 23.6350
H 1.9158 21.9447 24.1865
H 1.5972 22.7996 22.7561
O 5.9807 12.6486 21.7595
C 5.9270 13.2878 22.8182
O 6.9675 13.3482 23.6455
C 6.7319 14.1756 24.7742
C 5.2262 14.3999 24.7019
C 4.7045 13.9988 23.3628
H 7.2490 15.1197 24.6025
H 6.9080 13.7935 25.7797
H 4.9834 15.4072 25.0402
H 4.6650 13.8555 25.4613
H 4.4570 14.8870 22.7816
H 3.7930 13.4185 23.5066
*
```

***

2.
Formula: C5H12S2
Source: OMol25
Level of theory: the ωB97M-V functional and the def2-TZVPD basis

Properties
* E_HOMO (alpha / beta): -13.0 / -13.5 eV
* DFT total energy: -27037.944 eV
* Kohn-Sham gap (alpha / beta): 4.00 / 5.22 eV
* largest force on an atom: 0.029 hartree/bohr
* ⟨S²⟩: 1.74

```
! RIJCOSX wB97M-V def2-TZVPD def2/J DEFGRID3
* xyz 1 2
C 0.3763 -1.4373 1.7168
C -0.1937 -0.0984 2.1202
C 0.7608 -1.4484 0.2372
S -0.5894 -1.8446 -0.8223
S -0.1892 2.3545 0.0827
C -0.9669 1.6560 -1.4019
C 0.1051 0.9749 -2.2992
H -0.3213 -2.2657 1.9097
H 1.2390 -1.6999 2.3286
H 0.5726 0.6756 1.9424
H -0.9606 0.2430 1.4050
H -0.5397 -0.0565 3.1453
H 1.5716 -2.1695 0.0475
H 1.1403 -0.4400 0.0145
H -1.3666 2.5462 -1.8892
H -1.6772 0.8534 -1.1570
H 0.7190 1.6011 -2.9321
H -0.3421 0.1560 -2.8768
H 0.6621 0.3997 -1.5716
*
```

***

3.
Formula: C6H12BrOP
Source: OMol25
Level of theory: the ωB97M-V functional and the def2-TZVPD basis

Properties
* E_HOMO (alpha / beta): -9.9 / -7.7 eV
* DFT total energy: -87791.332 eV
* Kohn-Sham gap (alpha / beta): 10.59 / 4.06 eV
* largest force on an atom: 0.095 hartree/bohr

```
! RIJCOSX wB97M-V def2-TZVPD def2/J DEFGRID3
* xyz 0 1
C -2.9680 1.7345 0.9782
C -1.6473 1.1421 0.6610
C -0.4584 -1.0517 -0.0877
C -1.5721 -0.2788 -0.0024
C 2.2401 -1.9273 0.6614
C 1.7694 0.4792 -1.0973
O 1.0414 0.5897 1.4263
P 1.1458 -0.4070 0.3874
Br -0.5816 -0.7070 -3.5196
H -3.8289 1.0783 0.8862
H -2.9372 2.8332 1.1338
H -1.1441 2.0476 0.1852
H -0.9899 1.1659 1.5835
H -0.6199 -1.8723 -0.6144
H -2.4733 -0.6573 -0.3654
H 2.8325 -2.0043 -0.3306
H 2.8135 -1.6342 1.4681
H 1.5226 -2.6929 0.7579
H 2.6163 1.0495 -0.8853
H 2.1090 -0.2107 -1.9623
H 1.1304 1.3237 -1.2637
*
```

***

4.
Formula: C19H25N5O5S2
Source: OMol25
Level of theory: the ωB97M-V functional and the def2-TZVPD basis

Properties
* E_HOMO: -8.7 eV
* DFT total energy: -59467.580 eV
* SMILES: COC(=O)CSc1nnc(CNC(=O)c2ccc(S(=O)(=O)N3CCCCC3)cc2)n1C
* Kohn-Sham gap: 8.74 eV
* largest force on an atom: 0.024 hartree/bohr

```
! RIJCOSX wB97M-V def2-TZVPD def2/J DEFGRID3
* xyz 0 1
C -1.3303 -1.2830 -1.4027
O -2.5724 -1.6549 -0.8184
C -2.5908 -2.7720 -0.0951
O -1.6345 -3.4726 0.0969
C -3.9612 -3.0610 0.4869
S -5.2620 -1.9966 -0.1990
C -4.6909 -0.5058 0.4985
N -4.2127 -0.3729 1.7064
N -3.8053 0.8943 1.8366
C -4.0481 1.5223 0.7165
C -3.5847 2.9102 0.4261
N -2.1306 2.9044 0.4337
C -1.4542 2.2825 -0.5595
O -1.9667 1.9946 -1.6276
C -0.0229 1.9804 -0.2620
C 0.3533 1.4565 0.9725
C 1.6750 1.1080 1.1958
C 2.6045 1.2873 0.1899
S 4.3181 0.8201 0.4465
O 5.1591 1.8802 -0.0241
O 4.4665 0.3921 1.8107
N 4.4179 -0.4333 -0.6577
C 3.7850 -1.6596 -0.2165
C 4.6825 -2.4812 0.7086
C 6.0283 -2.7365 0.0339
C 6.6643 -1.4040 -0.3561
C 5.7171 -0.6292 -1.2702
C 2.2437 1.7991 -1.0421
C 0.9233 2.1380 -1.2722
N -4.6144 0.6703 -0.1864
C -4.9698 0.9152 -1.5540
H -1.0518 -2.0023 -2.1745
H -1.4822 -0.2956 -1.8333
H -0.5475 -1.2563 -0.6420
H -4.2370 -4.0951 0.2834
H -3.9319 -2.8977 1.5659
H -3.9355 3.6045 1.1895
H -3.9267 3.2302 -0.5599
H -1.6892 2.9875 1.3361
H -0.3834 1.2838 1.7445
H 2.0021 0.6987 2.1390
H 2.8595 -1.3803 0.2914
H 3.5298 -2.2379 -1.1115
H 4.8367 -1.9179 1.6297
H 4.1873 -3.4225 0.9514
H 6.6868 -3.2847 0.7096
H 5.8803 -3.3454 -0.8625
H 6.8447 -0.8081 0.5411
H 7.6161 -1.5645 -0.8648
H 6.1101 0.3643 -1.4872
H 5.5622 -1.1699 -2.2102
H 3.0032 1.9226 -1.7968
H 0.6062 2.5275 -2.2275
H -5.2001 -0.0399 -2.0238
H -4.1242 1.3788 -2.0655
H -5.8448 1.5651 -1.6129
*
```

***

5.
Formula: C22H18N11O4S3Sc
Source: OMol25
Level of theory: the ωB97M-V functional and the def2-TZVPD basis

Properties
* E_HOMO: -7.5 eV
* DFT total energy: -100889.829 eV
* Kohn-Sham gap: 6.59 eV
* largest force on an atom: 0.014 hartree/bohr

```
! RIJCOSX wB97M-V def2-TZVPD def2/J DEFGRID3
* xyz 0 1
Sc -0.4211 0.2186 0.2318
S -2.0569 3.1585 -0.6580
C -1.3541 2.7055 -2.1956
C -2.1999 2.8560 -3.2950
C -1.7362 2.6466 -4.5795
C -2.6298 2.7760 -5.6966
N -3.3458 2.8672 -6.5905
C -0.4010 2.2546 -4.7610
C 0.4221 2.0560 -3.6716
C -0.0274 2.2640 -2.3588
S 1.0593 1.9041 -1.0348
C 0.1205 2.0310 -6.0848
N 0.5502 1.8577 -7.1356
H -3.2332 3.1324 -3.1357
H 1.4403 1.7259 -3.8243
S 1.7690 -0.8639 1.0390
C 1.8731 -2.1178 -0.1826
N 2.6702 -3.1385 -0.1326
N 3.4183 -3.2758 0.9381
C 4.2984 -4.3546 1.0719
C 5.0606 -4.4384 2.2332
C 5.9428 -5.4933 2.4019
C 6.0697 -6.4655 1.4202
C 5.3037 -6.3710 0.2656
C 4.4171 -5.3229 0.0808
N 1.1506 -2.1098 -1.3711
N 0.2266 -1.2764 -1.4858
C -0.3340 -1.2514 -2.8086
C -1.6710 -0.9143 -2.9606
C -2.2163 -0.8540 -4.2353
C -1.4285 -1.1181 -5.3466
C -0.0866 -1.4436 -5.1830
C 0.4659 -1.5092 -3.9159
H 3.3345 -2.5900 1.6820
H 4.9618 -3.6784 2.9993
H 6.5336 -5.5533 3.3066
H 6.7588 -7.2883 1.5534
H 5.3955 -7.1248 -0.5057
H 3.8178 -5.2433 -0.8140
H -2.2796 -0.6920 -2.0948
H -3.2598 -0.5936 -4.3584
H -1.8509 -1.0489 -6.3406
H 0.5357 -1.6221 -6.0499
H 1.5103 -1.7490 -3.7706
N 0.6480 2.0305 1.9259
N 0.5749 1.6907 3.2833
C -0.0168 0.5242 3.6106
N 0.1036 0.0303 4.8377
N -0.7017 -0.0078 2.6093
N -1.0600 -1.3147 2.5991
O -1.2758 -1.6977 1.4495
O -1.1399 -2.0053 3.5950
H 1.6137 2.1060 1.6259
H 0.1478 2.8893 1.7220
H 1.0623 2.2315 3.9797
H 0.7724 0.4083 5.4851
H -0.3433 -0.8576 5.0183
O -2.3810 0.5707 -0.3148
O -1.8916 1.7926 0.3045
*
```

***

6.
Formula: C2H3P
Source: OMol25
Level of theory: the ωB97M-V functional and the def2-TZVPD basis

Properties
* E_HOMO (alpha / beta): -8.1 / -9.5 eV
* DFT total energy: -11400.801 eV
* Kohn-Sham gap (alpha / beta): 6.62 / 8.28 eV
* largest force on an atom: 0.102 hartree/bohr

```
! RIJCOSX wB97M-V def2-TZVPD def2/J DEFGRID3
* xyz 0 1
C -2.2737 0.9663 -0.1703
C -0.2076 0.3374 -0.0338
P 1.4013 0.1161 0.0967
H -2.6380 -0.0816 -0.1939
H 1.9261 -0.7010 -0.9118
H 1.7919 -0.6373 1.2132
*
```

***

7.
Formula: C49H39F6N8O5P2RuS2Se2
Source: OMol25
Level of theory: the ωB97M-V functional and the def2-TZVPD basis

Properties
* E_HOMO (alpha / beta): -7.9 / -7.9 eV
* DFT total energy: -263431.887 eV
* Kohn-Sham gap (alpha / beta): 6.72 / 7.12 eV
* largest force on an atom: 0.025 hartree/bohr
* ⟨S²⟩: 0.77

```
! RIJCOSX wB97M-V def2-TZVPD def2/J DEFGRID3
* xyz 0 2
Ru 0.5588 1.0080 -1.4060
Se 1.3125 1.2691 5.7618
P 1.2379 -0.2954 4.3833
C -0.1287 -1.4268 4.7821
C -1.3958 -0.8400 4.8422
C -2.4980 -1.5874 5.2103
C -2.3527 -2.9329 5.5301
C -1.0992 -3.5193 5.4906
C 0.0117 -2.7664 5.1231
C 2.7849 -1.2200 4.2972
C 3.2251 -1.9114 5.4267
C 4.4629 -2.5320 5.4212
C 5.2812 -2.4445 4.3003
C 4.8625 -1.7300 3.1892
C 3.6161 -1.1191 3.1874
C 0.8741 0.2464 2.6650
C 0.7120 -0.3284 1.4116
N 0.3517 0.6933 0.5675
N 0.3130 1.8201 1.2996
N 0.6169 1.5691 2.5250
P 0.6568 -1.9471 0.6745
Se 0.5438 -1.5978 -1.4277
C -0.8407 -2.7430 1.2779
C -1.0168 -4.1152 1.1079
C -2.2204 -4.7047 1.4575
C -3.2513 -3.9296 1.9733
C -3.0787 -2.5646 2.1452
C -1.8750 -1.9695 1.7977
C 2.0213 -3.0437 1.0716
C 2.0255 -3.7473 2.2724
C 3.0760 -4.5937 2.5790
C 4.1222 -4.7476 1.6785
C 4.1122 -4.0662 0.4700
C 3.0608 -3.2162 0.1604
H -1.5027 0.2171 4.6244
H -3.4731 -1.1193 5.2594
H -3.2158 -3.5173 5.8227
H -0.9777 -4.5616 5.7563
H 0.9893 -3.2284 5.1254
H 2.6156 -1.9292 6.3222
H 4.8008 -3.0661 6.2999
H 6.2547 -2.9184 4.3034
H 5.5049 -1.6404 2.3222
H 3.3037 -0.5493 2.3239
H -0.2205 -4.7211 0.6931
H -2.3560 -5.7698 1.3238
H -4.1882 -4.3944 2.2523
H -3.8771 -1.9634 2.5614
H -1.7336 -0.9049 1.9455
H 1.1972 -3.6447 2.9576
H 3.0797 -5.1328 3.5176
H 4.9466 -5.4071 1.9183
H 4.9220 -4.1949 -0.2359
H 3.0374 -2.6957 -0.7878
F 2.3970 5.3154 -0.3802
C 3.4330 4.6812 -0.9280
F 3.8787 5.3834 -1.9611
F 4.3927 4.5451 -0.0301
S 2.8347 3.0388 -1.4815
O 2.5275 2.2888 -0.2702
O 1.6667 3.2880 -2.3154
N 4.0924 2.5145 -2.2654
S 4.1372 0.9342 -2.4595
O 5.1431 0.5724 -3.3999
O 2.7969 0.3891 -2.6103
C 4.7671 0.2551 -0.8336
F 5.3896 1.1924 -0.1297
F 5.6217 -0.7361 -1.0816
F 3.7633 -0.2342 -0.1038
C -3.7062 3.5381 -5.8926
C -4.3621 3.3118 -4.5579
C -5.1088 4.3048 -3.9366
C -5.6778 4.1046 -2.6865
C -5.5267 2.8883 -2.0371
N -6.1096 2.7271 -0.7533
C -5.7103 1.8924 0.2650
O -6.4765 1.4758 1.1070
N -4.3683 1.5342 0.2630
C -3.2728 2.3190 -0.1330
C -3.2923 3.7050 -0.2221
C -2.1534 4.3504 -0.6599
C -1.0246 3.6223 -0.9950
N -1.0101 2.2921 -0.8955
C -2.1063 1.6605 -0.4721
C -4.8160 1.8682 -2.6630
C -4.2337 2.0911 -3.8988
H -4.0999 4.4283 -6.3816
H -3.8652 2.6886 -6.5575
H -2.6276 3.6693 -5.7830
H -5.2389 5.2615 -4.4287
H -6.2337 4.9025 -2.2080
H -7.0371 3.0929 -0.6098
H -4.1822 0.7550 0.8745
H -4.1774 4.2618 0.0513
H -2.1303 5.4281 -0.7367
H -0.1221 4.0966 -1.3422
H -2.0465 0.5808 -0.4091
H -4.7182 0.9035 -2.1845
H -3.6761 1.2883 -4.3687
C -0.9148 0.7811 -2.9316
C 0.0376 0.4672 -4.0060
C 0.3015 -0.8472 -4.4224
C 1.2739 -1.1087 -5.3600
C 2.0028 -0.0524 -5.9144
C 1.7336 1.2549 -5.5494
C 0.7415 1.5073 -4.6107
C 3.0199 -0.3308 -6.9045
N 3.8163 -0.5510 -7.7026
H -1.6065 0.0000 -2.6381
H -1.3392 1.7720 -3.0036
H -0.2790 -1.6625 -4.0116
H 1.4754 -2.1231 -5.6759
H 2.2909 2.0691 -5.9920
H 0.5256 2.5289 -4.3266
*
```

***

8.
Formula: C27H45B3ClO22P
Source: OMol25
Level of theory: the ωB97M-V functional and the def2-TZVPD basis

Properties
* E_HOMO: -8.5 eV
* DFT total energy: -97625.289 eV
* Kohn-Sham gap: 8.79 eV
* largest force on an atom: 0.024 hartree/bohr

```
! RIJCOSX wB97M-V def2-TZVPD def2/J DEFGRID3
* xyz 0 1
C 0.1432 -0.3381 -2.3879
C 1.0845 0.2064 -3.4973
B 2.4570 0.6321 -2.9092
O 3.4183 -0.2768 -2.4997
B 4.6478 0.2239 -2.0965
C 5.9053 -0.6934 -2.0778
O 4.7692 1.5459 -1.6900
B 3.5177 2.0988 -1.6161
P 2.8676 2.9597 -0.0065
O 3.2386 1.8617 1.1500
Cl 0.8188 2.7722 -0.2845
O 2.7204 1.9879 -2.7297
H 0.0382 -1.4123 -2.4602
H -0.8468 0.0596 -2.5689
H 0.4451 -0.0581 -1.3860
H 0.6055 1.0681 -3.9384
H 1.2084 -0.5810 -4.2317
H 6.5338 -0.5106 -2.9408
H 6.4718 -0.4986 -1.1755
H 5.6055 -1.7331 -2.0887
H 2.5706 1.1425 1.1963
C -5.4778 2.2416 -1.5803
C -4.0431 2.4824 -1.9676
C -3.7812 3.7502 -2.7493
O -2.6208 3.3984 -3.5144
C -2.6344 2.0540 -3.6844
O -1.9103 1.4634 -4.4173
O -3.5793 1.4863 -2.9017
H -5.8108 2.9878 -0.8586
H -6.1273 2.2814 -2.4560
H -5.5836 1.2511 -1.1391
H -3.3984 2.4325 -1.0854
H -3.5718 4.6132 -2.1226
H -4.5938 3.9891 -3.4394
C -0.8155 -3.0141 1.2288
C -2.3130 -2.8657 1.1840
C -3.0478 -3.9163 0.3860
O -4.2231 -3.2128 -0.0420
C -3.9152 -1.8952 -0.0901
O -4.6164 -1.0628 -0.5699
O -2.7112 -1.6648 0.4777
H -0.5377 -3.9097 1.7840
H -0.3926 -3.0748 0.2242
H -0.3666 -2.1506 1.7133
H -2.7141 -2.8000 2.1951
H -3.3225 -4.7882 0.9747
H -2.4921 -4.2331 -0.4997
C 3.5874 -5.2638 -5.6604
C 4.1911 -4.1446 -4.8519
C 4.5677 -2.9073 -5.6360
O 5.6471 -2.3757 -4.8570
C 6.2292 -3.4072 -4.1962
O 7.2547 -3.3408 -3.6051
O 5.4706 -4.5266 -4.3085
H 2.6110 -4.9708 -6.0453
H 4.2338 -5.5275 -6.4983
H 3.4668 -6.1554 -5.0467
H 3.5402 -3.8855 -4.0122
H 3.7638 -2.1798 -5.7132
H 4.9430 -3.1451 -6.6341
C -2.3471 0.4613 4.5802
C -0.9067 0.7715 4.2642
C -0.6652 2.0521 3.4945
O 0.5425 1.7403 2.7814
C 0.5814 0.4113 2.6109
O 1.3568 -0.1439 1.8877
O -0.3581 -0.2047 3.3492
H -2.7437 1.1880 5.2886
H -2.9532 0.4814 3.6734
H -2.4393 -0.5350 5.0116
H -0.3006 0.7449 5.1732
H -0.5182 2.9229 4.1268
H -1.4522 2.2581 2.7657
C -7.5531 -5.6463 4.3301
C -6.7858 -4.3844 4.0327
C -6.2288 -4.2780 2.6306
O -5.0766 -3.4444 2.8311
C -4.6605 -3.6149 4.1087
O -3.6290 -3.2059 4.5366
O -5.5752 -4.3117 4.8169
H -8.4749 -5.6756 3.7504
H -6.9563 -6.5271 4.0910
H -7.8052 -5.6988 5.3882
H -7.3875 -3.5051 4.2773
H -6.9100 -3.8153 1.9223
H -5.8958 -5.2412 2.2374
C 4.3855 5.5272 2.1154
C 4.5739 7.0183 2.0183
C 5.8702 7.5511 2.5857
O 5.5046 8.8816 2.9803
C 4.1741 8.8824 3.2441
O 3.5885 9.7733 3.7643
O 3.6117 7.7197 2.8320
H 5.0982 5.0047 1.4790
H 4.5162 5.1879 3.1445
H 3.3817 5.2495 1.8069
H 4.4380 7.3524 0.9858
H 6.6819 7.5804 1.8637
H 6.1916 7.0019 3.4735
*
```